Entry 1:
A 5-piece molecular cluster, C34H44F13N3O11 overall at a distorted geometry, computed with ωB97M-V/def2-TZVPD.

Computed properties:
- 2S+1: 1
- Net charge: 0
- Gap between HOMO and LUMO: 7.51 eV
- Strongest force on any atom: 4.53 eV Å⁻¹
- Structure (SMILES): COCCCCCC1=CC(=O)c2ccc(F)c(CC(N)(N)N)c2C1=O.CCOC(=O)C(F)(F)F.CCOC(=O)C(F)(F)F.CCOC(=O)C(F)(F)F.CCOC(=O)C(F)(F)F
- Highest occupied orbital energy: -9.2 eV
- Calculated total energy: -98285.7712 eV

Last column: Mulliken charge in e.
Atoms and positions in Å:
C 4.1811 -2.6879 0.1812  -0.508
O 4.8378 -1.4052 0.0783  -0.286
C 3.8495 -0.3172 -0.0220  -0.465
C 3.9026 0.4670 1.3793  -0.465
C 3.2660 1.9708 1.2888  -0.207
C 2.8363 2.3631 2.7829  -0.680
C 1.6263 3.4105 2.8898  -1.201
C 0.3818 3.0567 1.9189  0.766
C 0.1765 3.9335 0.8216  -0.853
C -0.9735 3.7033 -0.2429  0.405
O -1.2668 4.5668 -1.1213  -0.657
C -1.7935 2.3243 -0.1234  0.152
C -2.7844 2.0355 -1.2886  -0.777
C -3.6534 0.7564 -1.2344  -0.328
C -3.4859 -0.1865 0.0021  0.043
F -4.3584 -1.3301 0.0035  -0.363
C -2.4545 0.0817 1.1561  0.389
C -2.3971 -0.9799 2.3405  -1.250
C -1.6096 -2.3514 1.9421  0.380
N -0.2195 -2.1052 1.4403  -0.458
N -2.4244 -3.2458 1.0606  -0.449
N -1.4608 -3.1099 3.2431  -0.758
C -1.5860 1.3596 1.1045  0.693
C -0.5196 1.7448 2.2038  0.912
O -0.2618 1.1293 3.2669  -0.694
H 3.8937 -3.0740 -0.8734  0.255
H 4.9025 -3.4837 0.6023  0.195
H 3.2736 -2.6803 0.8884  0.197
H 2.8296 -0.8200 -0.1505  0.224
H 4.1041 0.3726 -0.9016  0.247
H 3.2643 -0.1353 2.1271  0.201
H 4.9581 0.5141 1.8082  0.239
H 2.4013 1.8832 0.5453  0.143
H 4.0777 2.6360 0.8339  0.344
H 3.7542 2.8805 3.2659  0.424
H 2.6224 1.4496 3.4395  0.349
H 1.2113 3.4237 3.9588  0.297
H 1.9802 4.4867 2.6608  0.403
H 0.8605 4.8440 0.6582  0.188
H -2.8520 2.7808 -2.1610  0.361
H -4.3855 0.5655 -2.0852  0.159
H -3.4894 -1.3235 2.5160  0.460
H -2.0375 -0.5752 3.3421  0.371
H -0.1472 -2.3221 0.4226  0.250
H 0.3493 -2.8629 1.8726  0.239
H -2.0239 -3.3309 0.1175  0.281
H -2.4711 -4.2081 1.4445  0.268
H -1.0574 -4.0412 3.0728  0.303
H -0.9196 -2.5643 3.9255  0.267
C -4.2504 3.2822 3.0965  -1.023
C -3.3219 2.8420 4.2111  0.057
O -3.5895 3.5843 5.4114  -0.379
C -4.5962 3.1209 6.1815  0.365
O -5.2586 2.1505 5.9194  -0.510
C -4.7377 3.9715 7.4415  0.850
F -4.6513 5.2942 7.1862  -0.243
F -3.7734 3.6931 8.3453  -0.248
F -5.9143 3.7818 8.0667  -0.240
H -4.1822 4.3625 2.9440  0.320
H -3.9984 2.7764 2.1617  0.190
H -5.2919 3.0598 3.3415  0.370
H -2.2876 3.0557 3.9326  0.199
H -3.3909 1.7657 4.3915  0.308
C 8.4469 -2.7357 0.1386  -1.066
C 8.3362 -3.3693 -1.2335  -0.183
O 9.3492 -4.3727 -1.4093  -0.310
C 9.0628 -5.5951 -0.9150  0.375
O 8.0357 -5.8751 -0.3521  -0.511
C 10.1994 -6.5700 -1.2130  0.862
F 11.4164 -6.0312 -0.9882  -0.241
F 10.1912 -6.9703 -2.5028  -0.250
F 10.1349 -7.6870 -0.4651  -0.239
H 9.4544 -2.3440 0.3013  0.357
H 7.7286 -1.9198 0.2461  0.289
H 8.2592 -3.4690 0.9269  0.290
H 8.5066 -2.6125 -2.0024  0.324
H 7.3397 -3.7844 -1.4061  0.298
C 0.8867 4.1985 -3.4549  -0.823
C 0.7935 3.5288 -4.8108  -0.282
O 1.8181 2.5314 -4.9508  -0.318
C 1.5391 1.3199 -4.4261  0.393
O 0.5098 1.0447 -3.8648  -0.518
C 2.6880 0.3487 -4.6871  0.881
F 3.8977 0.9057 -4.4660  -0.251
F 2.6958 -0.0868 -5.9652  -0.269
F 2.6276 -0.7485 -3.9091  -0.244
H 1.8894 4.6039 -3.2948  0.323
H 0.1605 5.0095 -3.3733  0.400
H 0.6995 3.4841 -2.6503  0.048
H 0.9629 4.2668 -5.5981  0.317
H -0.1975 3.0994 -4.9807  0.310
C -9.4921 -2.7474 -4.6312  -1.106
C -8.2909 -3.1195 -3.7849  -0.209
O -7.1295 -2.3882 -4.2087  -0.304
C -6.9956 -1.1454 -3.7014  0.274
O -7.7755 -0.6365 -2.9390  -0.503
C -5.7001 -0.5057 -4.1945  1.007
F -5.4878 -0.7099 -5.5105  -0.256
F -4.6182 -1.0012 -3.5522  -0.255
F -5.6745 0.8293 -4.0112  -0.262
H -9.2733 -2.8904 -5.6925  0.301
H -10.3570 -3.3577 -4.3632  0.372
H -9.7557 -1.6952 -4.4988  0.315
H -8.0612 -4.1789 -3.9184  0.319
H -8.4846 -2.9640 -2.7202  0.324

Force components x, y, z for each atom (eV/Å):
C 0.244 -1.193 -0.282
O -1.459 -0.284 -0.086
C 0.441 -0.038 1.106
C -0.892 0.271 -0.158
C 0.453 -1.917 0.275
C 0.521 1.025 0.088
C -1.019 -0.295 -0.030
C 0.258 1.696 -1.784
C -0.514 -1.710 0.904
C -0.675 0.887 -0.658
O 1.154 -3.106 3.096
C -1.076 -1.359 -0.394
C 0.442 -2.378 3.202
C 2.593 1.070 2.920
C 0.916 2.300 -1.206
F 2.307 2.909 0.317
C -0.555 1.070 -1.600
C -1.158 -0.610 -0.788
C 0.256 -0.961 1.477
N -0.070 -0.938 -0.668
N 0.721 -0.053 0.213
N -0.493 0.815 -0.747
C -2.233 -0.418 -2.734
C 1.215 -0.045 1.099
O -1.267 1.590 -3.408
H 0.114 0.679 1.652
H -0.840 1.503 -0.580
H 1.196 0.178 -1.107
H 1.215 1.132 -0.041
H -0.311 -1.102 1.170
H 0.996 0.861 -1.110
H -1.293 -0.156 -0.836
H 0.955 0.420 1.181
H -1.321 -0.614 0.756
H -1.477 -0.840 -0.662
H 0.111 1.211 -1.247
H 0.717 -0.100 -1.438
H -0.637 -1.810 0.139
H -1.280 -1.547 0.262
H 0.116 -1.354 1.643
H 1.224 0.131 1.762
H 1.779 0.503 -0.342
H -0.085 -0.303 -1.714
H -0.249 0.571 0.901
H -0.478 0.907 -0.403
H -0.247 0.251 0.629
H 0.036 1.061 -0.178
H -0.039 0.786 0.187
H -0.198 -0.502 -0.519
C -0.325 0.130 0.091
C 0.106 -0.263 -0.791
O -0.510 -0.019 1.047
C 0.541 -0.939 -1.659
O 0.188 0.832 0.688
C -0.375 1.168 1.593
F 0.026 -0.585 -0.293
F -0.152 -0.220 -0.600
F 0.463 -0.265 -0.644
H 0.130 -0.093 -0.032
H 0.028 0.010 0.076
H 0.109 -0.103 -0.030
H -0.091 0.164 0.342
H -0.128 0.169 0.167
C 0.124 -0.144 0.270
C -0.480 0.688 0.174
O 0.231 -1.197 0.014
C -1.286 1.521 0.086
O 0.967 -0.344 -0.336
C 1.530 -1.299 -0.193
F -0.645 0.140 0.021
F -0.374 0.403 0.366
F -0.405 0.707 -0.167
H -0.086 0.045 -0.120
H 0.001 -0.090 -0.072
H -0.098 0.049 -0.098
H 0.231 -0.281 -0.020
H 0.212 -0.169 0.088
C 0.181 -0.170 0.195
C -0.454 0.687 0.158
O 0.243 -1.216 0.038
C -1.312 1.527 0.038
O 0.979 -0.356 -0.304
C 1.531 -1.258 -0.191
F -0.640 0.127 0.031
F -0.377 0.406 0.373
F -0.403 0.679 -0.163
H -0.079 0.056 -0.137
H 0.034 -0.115 0.008
H -0.122 0.070 -0.120
H 0.246 -0.284 -0.018
H 0.217 -0.183 0.099
C 0.009 0.333 -0.158
C -0.694 -0.452 0.116
O 0.726 0.940 0.206
C -1.555 -1.208 0.559
O 0.950 0.143 -0.590
C 1.518 0.770 -0.969
F -0.427 -0.119 0.536
F -0.691 -0.183 -0.094
F -0.441 -0.611 0.183
H -0.010 -0.128 0.106
H 0.102 0.022 0.009
H -0.017 -0.116 0.106
H 0.288 0.223 -0.091
H 0.151 0.211 -0.152

---

Entry 2:
The molecule C2H3N3O, computed with ωB97M-V/def2-TZVPD.

Computed properties:
- Relative energy (zero: lowest compared OMol25 entry of this formula, charge and spin): 1.072 eV
- 2S+1: 1
- Net charge: 0
- Gap between HOMO and LUMO: 10.35 eV
- Strongest force on any atom: 0.37 eV Å⁻¹
- Structure (SMILES): Oc1cn[nH]n1
- Highest occupied orbital energy: -9.4 eV
- Calculated total energy: -8639.4224 eV

Last column: Mulliken charge in e.
Atoms and positions in Å:
O -1.9799 -0.2172 -0.2365  -0.503
C -0.6472 -0.1183 -0.0852  0.597
C 0.0793 1.0783 -0.2237  -0.275
N 1.3563 0.8088 -0.0082  -0.537
N 1.3708 -0.4898 0.2130  0.315
N 0.1807 -1.1045 0.2146  -0.628
H -2.2715 -1.1220 -0.0674  0.360
H -0.2757 2.0737 -0.4355  0.410
H 2.1872 -0.9091 0.6290  0.260

Force components x, y, z for each atom (eV/Å):
O -0.032 -0.238 0.028
C 0.246 0.118 0.017
C -0.013 0.108 -0.020
N -0.237 -0.119 0.050
N 0.103 0.026 0.255
N -0.139 0.339 -0.065
H 0.154 0.020 0.008
H 0.057 -0.086 -0.056
H -0.140 -0.169 -0.217

---

Q: Among the records above, which one has the highest strongest force on any atom?
A: C34H44F13N3O11

---

Q: What is the formula in the second record?
A: C2H3N3O

---

Q: What is the formula in the second record?
A: C2H3N3O